# 1
Computed, not measured: 9 unconnected molecules or ions with the total composition C33H69N3O9 at a distorted geometry, with the ωB97M-V functional and the def2-TZVPD basis.

Each line ends with the Löwdin charge.
Atoms and positions in Å:
C -4.372 -0.945 2.620  -0.325
O -4.375 -1.428 1.505  0.012
N -4.593 -1.622 3.767  -0.195
C -4.758 -0.963 5.036  -0.063
C -4.853 -3.049 3.750  -0.034
H -4.174 0.125 2.808  0.127
H -5.777 -1.113 5.405  0.092
H -4.528 0.100 4.999  0.073
H -4.082 -1.393 5.783  0.090
H -4.242 -3.521 4.521  0.092
H -5.916 -3.247 3.886  0.096
H -4.516 -3.454 2.799  0.079
C 6.266 -1.725 -3.443  -0.349
O 6.477 -2.863 -3.091  0.019
N 5.300 -0.911 -2.956  -0.194
C 5.122 0.433 -3.431  -0.058
C 4.386 -1.355 -1.944  -0.046
H 6.885 -1.210 -4.201  0.131
H 5.188 1.137 -2.591  0.087
H 4.143 0.596 -3.889  0.071
H 5.905 0.698 -4.139  0.084
H 4.347 -0.652 -1.107  0.078
H 3.364 -1.466 -2.314  0.075
H 4.685 -2.321 -1.544  0.091
C 0.306 -0.601 -0.086  -0.335
O 1.424 -0.876 -0.497  -0.008
N -0.843 -0.858 -0.739  -0.155
C -2.040 -0.122 -0.373  -0.046
C -0.943 -1.762 -1.863  -0.024
H 0.132 -0.224 0.937  0.124
H -2.941 -0.580 -0.767  0.080
H -2.015 0.922 -0.712  0.075
H -2.136 -0.070 0.714  0.067
H 0.018 -1.900 -2.356  0.078
H -1.222 -2.763 -1.525  0.087
H -1.653 -1.376 -2.586  0.086
C -2.357 2.541 3.957  -0.153
C -1.489 1.800 4.982  -0.139
C -0.451 1.048 4.123  -0.198
O -0.889 1.136 2.779  -0.184
C -1.588 2.378 2.661  -0.199
H -2.484 3.598 4.194  0.113
H -3.362 2.126 3.875  0.087
H -2.066 1.101 5.588  0.095
H -1.014 2.473 5.694  0.109
H -0.369 -0.001 4.411  0.119
H 0.549 1.493 4.203  0.105
H -2.127 2.426 1.715  0.118
H -0.800 3.143 2.549  0.116
C 3.085 -0.843 3.372  -0.181
C 3.897 -1.327 2.191  -0.190
C 3.793 -2.830 2.366  -0.200
O 3.819 -3.053 3.778  -0.144
C 3.468 -1.839 4.469  -0.183
H 2.033 -0.990 3.096  0.109
H 3.213 0.211 3.618  0.105
H 4.934 -0.978 2.224  0.120
H 3.499 -0.991 1.231  0.078
H 4.601 -3.382 1.887  0.121
H 2.846 -3.197 1.952  0.120
H 4.410 -1.513 4.919  0.118
H 2.662 -2.013 5.177  0.113
C 4.022 3.443 0.843  -0.141
C 3.065 2.272 0.643  -0.150
C 1.905 2.624 1.573  -0.205
O 1.782 4.030 1.423  -0.163
C 3.091 4.581 1.339  -0.191
H 4.573 3.767 -0.036  0.105
H 4.727 3.195 1.637  0.107
H 3.513 1.318 0.930  0.094
H 2.692 2.122 -0.370  0.104
H 2.003 2.370 2.638  0.111
H 1.011 2.094 1.237  0.092
H 3.408 4.995 2.300  0.114
H 3.024 5.399 0.619  0.111
C 0.195 1.287 -5.364  -0.147
C 1.507 0.530 -5.582  -0.164
C 1.329 -0.675 -4.680  -0.222
O -0.024 -1.045 -4.921  -0.147
C -0.789 0.155 -4.959  -0.182
H -0.101 1.840 -6.254  0.107
H 0.287 2.028 -4.568  0.083
H 2.391 1.153 -5.444  0.098
H 1.551 0.135 -6.600  0.115
H 1.520 -0.512 -3.609  0.102
H 1.951 -1.528 -4.964  0.126
H -1.255 0.358 -3.994  0.100
H -1.532 0.076 -5.753  0.118
C -5.282 -4.064 -0.880  -0.155
C -5.542 -4.838 -2.190  -0.159
C -4.191 -5.469 -2.491  -0.223
O -3.239 -4.532 -2.033  -0.141
C -3.749 -3.951 -0.838  -0.207
H -5.665 -4.515 0.036  0.102
H -5.768 -3.091 -0.943  0.102
H -5.764 -4.089 -2.950  0.109
H -6.357 -5.559 -2.157  0.108
H -4.041 -5.632 -3.559  0.120
H -4.086 -6.452 -2.008  0.120
H -3.423 -2.920 -0.713  0.086
H -3.332 -4.510 0.010  0.119
C -0.788 4.886 -1.112  -0.148
C 0.507 4.244 -1.615  -0.148
C 0.061 2.797 -1.741  -0.210
O -1.177 2.953 -2.443  -0.162
C -1.866 4.070 -1.863  -0.184
H -0.825 5.963 -1.257  0.110
H -0.898 4.664 -0.047  0.100
H 1.333 4.449 -0.938  0.092
H 0.741 4.599 -2.620  0.121
H -0.064 2.205 -0.826  0.100
H 0.751 2.227 -2.369  0.112
H -2.691 3.795 -1.201  0.108
H -2.274 4.603 -2.725  0.116

As for the energy: -2140.10533 Eh. The SMILES is CN(C)C=O.CN(C)C=O.CN(C)C=O.C1CCOC1.C1CCOC1.C1CCOC1.C1CCOC1.C1CCOC1.C1CCOC1. As for the LUMO energy: 0.39 eV. The HOMO energy comes out at -8.80 eV. The HOMO-LUMO gap is 9.19 eV. The calculation puts the energy above the lowest of the compared OMol25 structures with the same formula, charge and spin at 0.00 kcal per mole. Its net charge is 0.



# 2
Computed, not measured: C3H5N3 in the gas phase at a distorted geometry, with the ωB97M-V functional and the def2-TZVPD basis.

Each line ends with the natural charge from an NBO analysis.
Atoms and positions in Å:
C -1.640 -0.072 0.117  -0.408
N -0.221 -0.206 -0.147  -0.156
C 0.693 0.762 0.082  -0.125
C 1.897 0.095 0.046  -0.110
N 1.643 -1.200 -0.265  -0.247
N 0.357 -1.374 -0.381  -0.060
H -2.214 -0.504 -0.699  0.222
H -1.859 -0.584 1.057  0.220
H -1.888 0.986 0.244  0.216
H 0.326 1.682 -0.318  0.226
H 2.908 0.416 0.263  0.221

As for the energy: -281.52446 Eh. The SMILES is Cn1ccnn1. As for the LUMO energy: 0.85 eV. The HOMO energy comes out at -9.77 eV. The HOMO-LUMO gap is 10.62 eV. The calculation puts the energy above the lowest of the compared OMol25 structures with the same formula, charge and spin at 41.16 kcal per mole. Its net charge is 0.



# 3
Computed, not measured: C20H30N4O6S in the gas phase at a distorted geometry, with the ωB97M-V functional and the def2-TZVPD basis.

Each line ends with the natural charge from an NBO analysis.
Atoms and positions in Å:
C 1.926 -4.791 3.352  -0.637
H 1.639 -4.932 4.390  0.217
H 2.856 -4.227 3.325  0.204
H 2.100 -5.767 2.907  0.205
C 0.816 -4.042 2.606  -0.201
N 1.096 -3.714 1.219  -0.485
C 1.290 -4.877 0.370  -0.209
C 1.002 -4.568 -1.096  -0.613
H 0.026 -4.102 -1.197  0.208
H 1.755 -3.906 -1.515  0.199
H 1.008 -5.492 -1.669  0.215
H 2.312 -5.284 0.456  0.166
H 0.592 -5.646 0.708  0.196
C 2.090 -2.667 1.041  -0.219
H 2.417 -2.294 2.015  0.201
C 1.485 -1.487 0.263  -0.234
N 0.240 -1.084 0.875  -0.620
C 0.080 0.090 1.510  0.667
O 0.898 0.985 1.510  -0.626
C -1.278 0.226 2.217  -0.332
N -1.588 1.624 2.420  -0.431
C -1.490 2.135 3.679  0.672
O -1.327 1.443 4.659  -0.591
C -1.555 3.652 3.763  -0.159
H -0.515 4.015 3.711  0.204
O -2.338 4.286 2.774  -0.471
C -2.214 3.778 1.520  0.286
C -2.528 4.595 0.443  -0.248
C -2.423 4.115 -0.853  -0.179
C -2.010 2.814 -1.046  -0.346
C -1.723 1.975 0.012  -0.220
C -1.818 2.444 1.314  0.171
H -1.420 0.970 -0.221  0.242
S -1.787 2.107 -2.670  2.319
O -2.559 0.902 -2.774  -0.944
O -1.987 3.127 -3.663  -0.946
N -0.180 1.640 -2.530  -0.677
C 0.764 2.733 -2.640  -0.259
H 0.317 3.608 -2.167  0.221
C 1.097 3.027 -4.107  -0.095
H 1.914 3.746 -4.184  0.195
O 1.536 1.861 -4.771  -0.525
C 0.550 0.853 -4.733  -0.088
C 0.220 0.471 -3.288  -0.260
H -0.609 -0.235 -3.253  0.241
H 1.102 0.043 -2.799  0.201
H 0.962 0.003 -5.280  0.196
H -0.368 1.203 -5.227  0.174
H 0.200 3.426 -4.600  0.191
H 1.669 2.447 -2.093  0.212
H -2.648 4.733 -1.707  0.245
H -2.848 5.605 0.644  0.234
H -1.975 3.941 4.729  0.227
H -2.074 -0.264 1.652  0.218
H -1.206 -0.219 3.215  0.275
H -0.414 -1.841 1.014  0.410
H 2.157 -0.628 0.283  0.234
H 1.285 -1.771 -0.773  0.193
H 2.975 -3.034 0.508  0.191
H -0.096 -4.648 2.622  0.193
H 0.601 -3.106 3.130  0.191

As for the energy: -1848.76195 Eh. The SMILES is CCN(CC)CCNC(=O)CN1C(=O)COc2ccc(S(=O)(=O)N3CCOCC3)cc21. As for the LUMO energy: 0.57 eV. The HOMO energy comes out at -8.69 eV. The HOMO-LUMO gap is 9.26 eV. The calculation puts the energy above the lowest of the compared OMol25 structures with the same formula, charge and spin at 9.18 kcal per mole. Its net charge is 0.



# 4
Computed, not measured: a gas-phase ion, C8H9N4O3 (charge +1) at a distorted geometry, with the ωB97M-V functional and the def2-TZVPD basis.

Each line ends with the natural charge from an NBO analysis.
Atoms and positions in Å:
C -1.869 -1.757 -0.411  0.183
C -1.357 -0.481 -0.240  -0.121
C -1.884 0.705 0.070  0.341
C 0.311 1.384 -0.147  0.696
C 0.869 -0.560 1.216  0.678
C 1.329 -0.770 -1.170  -0.455
C 2.627 -0.903 -0.333  0.258
C 0.379 -0.111 -0.207  -0.162
N -2.298 -2.806 -0.586  -0.184
N -1.005 1.757 0.132  -0.625
N 2.101 -1.025 1.028  -0.604
N -3.314 0.961 0.334  -0.691
O 1.226 2.149 -0.250  -0.525
O 0.208 -0.450 2.212  -0.583
O 3.496 0.151 -0.467  -0.692
H 1.506 -0.176 -2.066  0.254
H 0.964 -1.756 -1.455  0.253
H 3.198 -1.802 -0.586  0.206
H -1.245 2.724 0.304  0.441
H 2.702 -1.270 1.802  0.437
H -3.840 0.083 0.185  0.477
H -3.696 1.690 -0.290  0.459
H -3.451 1.255 1.316  0.466
H 3.043 1.008 -0.393  0.493

As for the energy: -754.72850 Eh. The SMILES is N#CC1=C([NH3+])NC(=O)[C@]12C[C@@H](O)NC2=O. As for the LUMO energy: -4.32 eV. The HOMO energy comes out at -13.61 eV. The HOMO-LUMO gap is 9.29 eV. The calculation puts the energy above the lowest of the compared OMol25 structures with the same formula, charge and spin at 0.00 kcal per mole. Its net charge is +1.



# 5
Computed, not measured: a molecular structure, C21H43IrN2P3S at a distorted geometry, with the ωB97M-V functional and the def2-TZVPD basis.

Each line ends with the Mulliken spin population.
Atoms and positions in Å:
Ir 0.583 -0.574 -0.088  1.884
P 0.061 -2.000 1.605  0.139
P 2.783 -0.811 -0.742  0.056
P -0.215 -1.932 -1.587  0.190
H -4.264 3.150 -1.228  0.047
C -4.617 2.138 -1.405  0.275
C -5.338 1.500 -0.455  0.427
H -5.793 2.043 0.405  0.020
C -0.357 -1.131 3.151  0.068
C 1.447 -3.121 1.968  0.030
C -1.387 -3.113 1.501  0.022
C 3.087 0.411 -2.078  0.067
C 4.126 -0.394 0.422  0.047
C 3.397 -2.375 -1.465  0.042
C -2.035 -1.875 -1.616  0.131
C 0.238 -3.717 -1.552  0.049
C 0.250 -1.410 -3.286  0.073
H -4.677 1.831 -2.448  0.012
H -5.553 0.429 -0.591  0.027
H -0.626 -0.077 2.973  -0.016
H 0.485 -1.196 3.852  0.004
H -1.233 -1.649 3.572  0.009
H 2.423 -2.611 1.963  0.006
H 1.464 -3.945 1.237  -0.002
H 1.242 -3.520 2.974  0.003
H -2.297 -2.505 1.598  0.001
H -1.284 -3.774 2.375  0.007
H -1.432 -3.722 0.590  0.007
H 4.013 0.138 -2.600  0.010
H 3.224 1.401 -1.632  -0.001
H 2.252 0.434 -2.788  -0.014
H 5.091 -0.682 -0.029  0.006
H 4.011 -0.929 1.377  0.000
H 4.149 0.692 0.605  -0.003
H 4.469 -2.234 -1.681  0.006
H 2.882 -2.640 -2.399  0.000
H 3.295 -3.194 -0.739  -0.003
H -2.407 -2.504 -2.445  0.009
H -2.367 -0.837 -1.760  -0.047
H -2.444 -2.245 -0.664  -0.030
H -0.172 -4.194 -2.460  0.007
H -0.181 -4.216 -0.667  -0.002
H 1.331 -3.844 -1.547  -0.004
H -0.404 -1.933 -3.999  0.004
H 1.296 -1.655 -3.522  0.007
H 0.101 -0.326 -3.377  -0.010
C -2.556 2.129 0.348  0.131
C -2.257 1.980 -1.035  0.179
C -1.766 3.092 -1.724  0.180
C -1.711 4.359 -1.112  0.139
C -1.926 4.480 0.267  0.063
C -2.338 3.371 0.990  0.139
S -3.374 1.099 1.542  0.467
H -4.299 0.393 0.917  -0.015
H -2.394 1.021 -1.570  -0.065
H -1.528 3.020 -2.802  -0.008
H -1.497 5.248 -1.708  -0.012
H -1.840 5.434 0.790  0.002
H -2.554 3.443 2.046  -0.002
C 2.319 0.623 3.038  0.009
C 1.781 1.487 1.975  0.011
N 1.195 1.236 0.794  0.179
C 1.023 2.436 0.145  0.062
C 1.436 3.446 0.953  0.021
N 1.908 2.831 2.081  0.010
H 3.314 1.003 3.329  0.002
H 1.653 0.659 3.914  0.001
H 2.395 -0.408 2.667  -0.017
H 0.590 2.533 -0.836  -0.033
H 1.442 4.509 0.796  0.001
H 2.368 3.291 2.876  -0.001

As for the energy: -2460.36926 Eh. As for the LUMO energy (alpha / beta): -12.73 / -16.39 eV. The HOMO energy (alpha / beta) comes out at -17.35 / -20.10 eV. The HOMO-LUMO gap (alpha / beta) is 4.62 / 3.71 eV. Its net charge is +4. Its expectation value of S² is 8.7725. The multiplicity is 6.



# 6
Computed, not measured: C4H8O3 in the gas phase, with the ωB97M-V functional and the def2-TZVPD basis.

Each line ends with the natural charge from an NBO analysis.
Atoms and positions in Å:
C -1.635 1.042 -0.394  -0.635
C -0.175 0.630 -0.528  0.073
O 0.610 1.262 0.462  -0.714
C 0.007 -0.895 -0.503  -0.114
O 1.401 -1.197 -0.358  -0.494
C 1.867 -1.167 0.891  0.667
O 1.204 -1.089 1.898  -0.618
H -2.263 0.661 -1.206  0.212
H -1.685 2.135 -0.396  0.228
H -2.047 0.687 0.559  0.206
H 0.229 0.998 -1.478  0.179
H 0.376 0.874 1.319  0.478
H -0.297 -1.342 -1.453  0.203
H -0.554 -1.364 0.312  0.199
H 2.963 -1.235 0.876  0.131

As for the energy: -382.92969 Eh. The SMILES is C[C@@H](O)COC=O. As for the LUMO energy: 0.92 eV. The HOMO energy comes out at -10.43 eV. The HOMO-LUMO gap is 11.36 eV. The calculation puts the energy above the lowest of the compared OMol25 structures with the same formula, charge and spin at 22.04 kcal per mole. Its net charge is 0.